1.
# C41H41N7Re

A structure of composition C41H41N7Re (ωB97M-V/def2-TZVPD, OMol25).

```
90
Properties=species:S:1:pos:R:3:forces:R:3
H -1.74732 -6.88686 0.95810 0.00 0.00 0.00
H 2.02685 4.51117 4.36734 0.00 0.00 0.00
C 3.12853 2.15582 -1.35841 -0.02 0.02 -0.02
H -0.88274 2.97837 -0.79055 0.00 0.00 0.00
H 0.73974 -4.94250 -3.08060 0.00 0.00 0.00
H -3.82895 -8.21986 0.90100 0.00 0.00 0.00
C -5.23907 -2.16069 0.12071 0.00 0.00 -0.01
C -1.25217 2.63324 0.17513 0.00 0.01 -0.02
N 0.69460 -2.10753 -1.42883 0.09 -0.01 0.00
N 1.27945 -0.51812 0.81874 -0.17 -0.07 -0.18
C -2.73594 -5.04212 0.52674 0.01 0.01 0.01
C -3.99610 -2.96852 0.02230 -0.19 0.30 0.02
C -7.43874 -0.45275 0.38898 0.02 0.00 0.00
N 2.09694 1.67775 -0.63627 0.00 -0.05 0.07
C 4.26367 -2.21144 -0.68576 -0.03 -0.01 -0.01
C 0.94519 -4.06278 -2.49808 0.00 0.00 -0.02
C -5.12882 -5.16770 0.24289 -0.01 0.01 0.01
H 3.59850 1.94813 -3.49836 0.00 0.00 0.00
C 0.99068 2.21311 3.34251 0.01 -0.02 0.00
H -5.85915 -2.97914 2.00563 0.00 -0.01 0.00
C 4.94475 -0.96848 1.20679 0.00 0.00 0.00
H -3.51153 3.25255 -1.57506 0.00 0.01 0.00
N -1.74009 1.24242 0.01434 0.00 0.06 -0.01
H 5.71050 -0.62135 1.88919 0.01 0.00 -0.01
C 1.56067 3.28911 2.66275 0.00 0.00 -0.02
C -2.87716 -2.23997 -0.24895 0.21 -0.33 0.08
C 3.63290 -0.60159 1.42881 0.05 -0.01 0.00
H 0.79033 5.19094 3.32124 0.00 0.00 0.00
C -2.69312 -6.40328 0.75334 0.00 -0.01 0.00
H -7.79572 -1.47327 2.24184 0.00 0.00 0.00
N 1.95866 -2.55628 -1.24044 0.04 -0.01 0.05
H -6.07658 -4.69643 0.01922 -0.01 0.01 0.01
C 1.77870 0.99370 -2.64530 0.03 0.00 -0.01
C -3.95708 -4.40055 0.27417 -0.02 -0.01 -0.04
H 1.29014 0.47373 -3.45380 0.01 -0.01 0.00
C -1.84840 -1.55399 -0.41612 0.07 -0.13 -0.12
H 2.34646 3.92250 0.76108 0.00 0.00 0.00
H -2.64130 -0.18411 1.28890 0.01 -0.01 0.01
H -2.20132 1.33606 -2.04973 0.02 0.00 0.01
H 7.37388 -1.86580 0.65326 0.00 0.00 0.00
H -4.91974 -1.18279 -1.76071 -0.01 0.00 0.01
H -4.45188 3.47890 0.66517 0.00 0.00 0.01
H -8.30140 0.19293 0.48690 -0.01 0.00 0.00
Re -0.21548 -0.46778 -0.55694 -0.10 0.09 0.13
C -3.86461 -7.15328 0.72480 0.00 0.01 0.00
H 3.03699 -4.29514 -1.76570 -0.01 0.00 0.00
C -2.44980 0.88449 1.27815 -0.01 -0.02 0.00
N -3.67972 2.84172 0.47516 0.01 0.04 0.00
C -7.15936 -1.39534 1.37030 0.00 0.01 0.00
H -2.40767 4.50470 0.20544 0.00 0.00 -0.01
H -3.97934 1.99579 2.38744 0.00 -0.01 0.01
H -2.29246 3.70968 1.78440 0.01 0.00 0.00
C 5.29562 -1.75988 0.11792 0.00 0.00 0.01
C 1.80027 1.85479 0.74287 0.02 -0.04 -0.09
C 1.72614 4.62836 3.32717 0.00 -0.01 0.00
C 2.11939 -3.74281 -1.85567 0.02 0.01 0.01
C -2.37451 3.54216 0.71158 -0.02 -0.02 0.01
H -0.42865 2.64076 0.88002 0.01 0.00 0.01
C 6.72517 -2.11015 -0.18567 0.00 0.00 0.00
H 2.47830 5.23170 2.82223 0.00 0.00 0.00
C -3.74093 2.39038 -0.95107 0.00 0.00 0.01
C 2.58231 -1.01990 0.60073 0.02 0.05 0.06
C -6.62684 -0.37203 -0.73727 -0.01 0.00 0.01
N 1.25924 0.94991 -1.42101 -0.04 0.05 0.01
C -5.07905 -6.53275 0.46518 0.00 0.00 0.00
C 0.08103 -3.02351 -2.19368 -0.05 0.01 0.00
C 2.95679 1.74450 -2.66005 -0.01 0.02 0.02
H 6.83623 -3.17286 -0.39990 0.00 0.00 0.00
H 3.41014 0.02560 2.28065 -0.01 0.00 0.00
C -6.07383 -2.24957 1.23506 0.01 -0.01 0.00
H -6.87458 0.31830 -1.53527 -0.01 0.00 0.00
C -2.73266 1.24102 -1.10338 -0.01 0.00 0.01
H -3.23763 0.27964 -1.09100 0.01 0.01 0.00
C 1.29333 0.75265 1.44423 0.04 0.11 0.02
C 0.86560 0.96200 2.74925 0.00 0.00 0.03
C -5.53163 -1.21445 -0.86562 -0.01 -0.01 -0.02
H -5.98891 -7.11629 0.42896 0.00 0.00 0.00
H -4.75751 2.05736 -1.15501 0.02 -0.01 -0.01
H -4.62593 1.04703 1.02992 0.00 0.00 -0.01
H 3.90775 2.73490 -0.89192 0.00 0.00 0.00
H -1.78178 1.13049 2.10295 0.00 0.00 -0.01
C 2.93118 -1.89439 -0.43388 0.00 -0.03 -0.04
C -3.78033 1.64298 1.37750 0.01 0.00 0.00
H 0.68140 2.34305 4.37286 0.00 0.00 0.00
H -1.82578 -4.45511 0.55560 0.00 0.00 0.00
H 0.49021 0.11415 3.30968 0.00 0.00 0.00
H -0.95352 -2.88802 -2.45490 0.00 0.00 0.00
H 7.08464 -1.55950 -1.05667 0.00 0.00 0.00
H 4.50140 -2.82396 -1.54578 0.02 0.00 0.01
C 1.94858 3.09475 1.33721 0.02 0.02 0.03
```
Forces are in eV/Å.

## Properties
Relative energy (zero: lowest compared OMol25 entry of this formula, charge and spin), kJ/mol: 5.0
⟨S²⟩: 3.82
Max |F|, eV Å⁻¹: 0.403
Energy, Eh: -2047.92946
2S+1: 4
Charge: +2
Highest occupied orbital energy (alpha / beta), eV: -11.3 / -12.0
Molecular weight, g mol⁻¹: 818.04

=====

2.
# C8H9N3O

An isolated molecule of C8H9N3O (ωB97M-V/def2-TZVPD, OMol25).

```
21
Properties=species:S:1:pos:R:3:forces:R:3
C 2.46291 0.55587 -1.09688 0.75 1.02 -0.16
H -4.79550 -1.00603 0.29735 -0.01 -0.20 -0.31
C 3.81923 1.12329 -1.54696 -1.32 -2.78 -1.69
N -2.82417 -0.61321 -0.46610 0.10 0.03 -0.21
H 4.29810 1.81912 -0.94139 0.57 0.96 1.48
N 1.97837 0.84760 0.03139 0.96 0.70 0.46
C -1.64424 -0.65734 0.14953 1.05 -0.77 1.89
H 3.73486 1.55375 -2.55735 -0.11 -0.20 0.23
H 1.98875 -0.08354 -1.83477 -0.14 -0.23 0.07
C 0.54904 0.44669 1.92659 0.53 2.26 0.12
C 0.80956 0.45769 0.61613 -2.49 -2.38 -2.22
H 4.41329 0.17376 -1.67393 -0.01 1.06 0.10
C -3.72952 -1.08916 0.41545 -0.69 0.59 0.87
H 1.26572 0.99528 2.62165 -0.87 -1.12 -0.94
C -0.44241 -0.23571 -0.52401 3.40 1.69 0.91
C -3.02237 -1.35379 1.58471 -1.24 0.03 -1.91
H -3.52360 -1.68608 2.44059 -0.08 -0.54 1.35
H -2.87263 -0.15144 -1.36574 -0.58 -0.43 0.02
N -1.71930 -1.12130 1.43112 0.06 0.53 -2.03
H -0.47948 0.26695 2.22759 0.77 -0.29 0.34
O -0.26661 -0.24239 -1.73498 -0.66 0.08 1.65
```
Forces are in eV/Å.

## Properties
Relative energy (zero: lowest compared OMol25 entry of this formula, charge and spin), kJ/mol: 209.7
Max |F|, eV Å⁻¹: 4.100
Energy, Eh: -549.66119
Structure (SMILES): C=C(/N=C/C)C(=O)c1ncc[nH]1
Highest occupied orbital energy, eV: -8.4
Molecular weight, g mol⁻¹: 163.18

=====

3.
# C26H68Ca3N4O18S2

A structure of composition C26H68Ca3N4O18S2 (ωB97M-V/def2-TZVPD, OMol25).

```
121
Properties=species:S:1:pos:R:3:forces:R:3
H -2.46831 -2.56587 -1.44810 -0.27 -0.05 0.00
H 0.94024 -0.71914 -1.65721 -0.79 0.20 0.64
C -6.32565 -0.99251 2.01742 -0.53 0.80 0.46
H -5.71439 1.06577 1.87837 0.21 -0.03 0.02
H -4.72144 -2.81001 -1.40217 0.44 0.36 0.19
O -1.96177 1.79191 -1.10473 0.51 0.35 0.11
C 4.82269 -4.19475 2.67226 0.48 0.27 -0.07
H 5.29859 -4.39092 0.14894 -0.52 0.52 -0.04
H 0.82009 5.11588 -5.22980 0.12 -0.33 0.05
H -7.36061 -0.85092 1.69028 -0.09 -0.08 0.30
H 3.56967 1.97139 0.23334 -0.17 0.15 0.19
Ca -3.28437 -0.99388 1.36133 0.48 0.74 -0.23
H 0.75334 -3.86956 -1.56411 0.02 0.00 0.16
C 3.31932 2.72837 -0.51663 0.70 -0.64 0.11
C -5.79375 0.27600 2.63361 -0.07 0.84 -0.58
C 4.08909 -3.80750 3.94707 0.48 -1.18 -0.38
H 2.91728 3.60295 -0.01508 -0.19 0.05 -0.24
H 5.37676 -0.80529 1.85987 -0.18 -0.07 0.12
H 0.33167 -0.05938 -5.00503 -0.26 -0.55 -0.34
H 1.85501 -3.58644 5.38342 0.38 -0.11 -0.01
N -0.20227 4.00317 -2.15074 0.97 1.21 0.30
H 1.22000 -2.23602 4.48023 0.18 -0.02 -0.48
H 3.47390 -5.52076 2.15182 -0.19 -0.20 -0.56
O 0.71497 -1.79634 0.00913 -0.41 -0.90 -0.62
H 3.76303 1.40658 -2.60512 0.32 -0.83 -0.18
H -1.45724 -3.07537 -0.15689 -0.24 -0.05 0.38
H 0.76361 5.59753 -1.12722 0.30 -0.53 0.36
H -1.44746 -0.34108 -4.98167 -0.10 0.11 0.00
H 5.38781 -3.35828 2.25643 -0.30 0.11 -0.12
H -6.30009 -1.69524 2.85366 0.06 -0.64 -0.56
H -1.17895 2.34180 1.95541 0.15 -0.02 -0.38
O -1.11349 -0.90828 1.38803 1.20 -0.80 0.44
H -0.88095 5.86622 -1.35854 -0.15 -0.10 0.02
C -0.05285 0.21970 5.76229 0.02 0.37 1.20
C -0.65064 4.52904 0.24352 -0.01 0.70 0.66
C 1.93621 0.25241 -2.97988 -0.56 1.79 0.25
H -0.18520 0.96005 6.55417 -0.01 0.13 -0.20
H -1.38575 3.20497 -5.21501 0.01 0.01 0.26
H -0.88739 1.92568 -6.33777 0.61 0.14 0.27
H 0.46318 0.22813 3.93120 0.36 0.28 -0.26
O -3.10815 -0.32702 -0.78921 1.00 -1.31 -0.70
O -0.67826 1.50191 -4.27802 -0.38 -0.04 0.06
O 2.88086 -3.15385 3.59619 -0.17 0.14 0.52
H 4.78183 -2.01276 -0.11339 -0.22 -0.29 -0.05
H -5.89213 -0.77561 0.10702 0.73 0.28 -0.14
O 4.14791 -1.90502 0.60376 0.20 0.51 -0.46
O 0.14467 3.45397 0.78884 0.35 0.90 -0.27
H -4.59308 1.24784 4.73791 -0.02 -0.01 0.04
H -2.28498 -4.29631 -1.10112 -0.56 -0.20 0.29
C 0.81502 4.26296 -3.18325 -0.42 -1.90 -1.37
C -1.33451 2.13074 -5.35292 -0.57 -0.61 -1.10
H -0.61032 5.34828 0.96893 0.06 0.10 -0.11
H -4.87100 -0.47886 5.08202 0.02 0.06 0.11
H 2.76236 -2.01695 5.28647 -0.14 -0.16 0.29
H 2.86150 -6.16549 -0.60421 0.08 0.00 0.49
C 4.52141 -5.11321 0.41550 0.40 -0.23 0.45
H 2.13844 -3.08213 -2.38422 -0.13 0.17 0.14
H 0.64941 8.54901 -3.88146 -0.20 0.17 -0.18
H 0.89233 3.34983 -3.79530 -0.19 -0.17 0.27
H -0.79846 3.85398 2.64860 0.45 0.46 -0.36
H 3.88133 -4.74813 4.47231 -0.37 0.16 0.18
H -1.14937 3.92902 -2.50976 0.15 -0.16 -0.30
H -6.41962 0.68610 3.42733 -0.05 -0.35 0.12
H 0.16230 7.73801 -5.40534 0.26 -0.06 0.01
C -5.81514 -2.73324 0.44370 -0.16 -0.80 -0.84
Ca 0.23005 1.99294 -0.97239 -1.63 -0.03 -0.37
H -6.75050 -2.75261 -0.12793 0.04 -0.07 -0.03
H 3.28543 0.28701 -1.25814 0.06 0.08 0.13
C 0.44568 5.29103 -4.21861 -0.46 1.78 0.65
H 1.98647 -4.81479 -2.46972 -0.38 -0.02 -0.06
C -0.18252 5.05611 -1.11428 -0.92 0.07 0.20
H -6.00819 -3.39441 1.28994 0.30 0.28 0.30
H -1.38198 -0.40999 -2.48771 0.00 0.39 -0.05
H -1.69263 4.19372 0.24448 0.00 -0.05 -0.44
C -0.60025 0.08568 -4.44587 1.00 0.80 0.46
C 3.48064 -5.26290 -0.65739 0.03 -0.26 -1.35
O 0.85354 6.58291 -3.78844 0.30 -0.39 0.30
H 3.97209 -5.33324 -1.63631 0.11 0.02 0.12
O 2.63724 -4.11309 -0.66357 -0.37 0.49 0.56
N 0.65108 0.04058 -2.26960 1.30 -1.07 -0.59
C 2.93721 0.97017 -2.03713 -0.16 0.43 -0.54
C 2.14379 -2.74262 4.75398 -0.07 0.54 0.39
H 1.80335 4.28976 -2.73077 -0.03 0.80 0.10
C 4.46922 -0.68344 1.25928 0.74 0.87 0.80
H -4.94953 -4.35903 -0.71920 0.33 -0.23 0.55
C 1.80336 -3.95513 -1.82288 0.83 -0.53 -0.51
O 0.58194 0.84878 4.66277 -0.49 -0.80 -0.08
H 3.64429 -0.36669 1.89833 -0.06 -0.25 -0.02
H -1.04617 -0.19640 5.57426 0.03 0.05 -0.43
H -0.35433 -1.60830 -3.14947 0.21 0.02 -0.36
H 1.72233 0.96614 -3.77907 0.26 -0.30 -0.29
H 5.59072 -4.92848 2.94283 -0.10 -0.12 -0.01
H 0.40122 2.57239 2.67197 0.37 0.15 -0.37
O -4.47866 -0.01549 3.11098 0.40 -0.17 0.55
H 0.54332 -0.56425 6.24582 0.18 -0.10 -0.35
H 2.36959 -0.67368 -3.36532 0.18 0.10 -0.13
H 4.67973 0.14846 0.58730 -0.16 -0.24 -0.35
H -3.23572 0.14124 4.78511 0.12 -0.15 -0.40
Ca 2.21461 -2.86502 1.40286 0.39 -0.96 -0.78
C -4.28012 0.23060 4.49693 -0.54 0.22 0.27
C -0.34790 3.05623 2.04868 -1.18 -0.89 1.26
O 1.20041 -1.07868 2.14816 0.31 -0.37 2.55
H -2.33379 1.70332 -5.50756 -0.19 0.34 0.52
H 4.25987 2.94232 -1.03650 -0.19 0.34 -0.05
C -4.71248 -3.32881 -0.43550 -1.34 0.72 -0.17
N 3.86796 -4.71310 1.66843 0.66 -0.06 0.97
H 5.16104 -5.99628 0.52882 -0.53 -0.40 -0.04
N -5.49559 -1.35289 0.84717 -1.89 -0.88 0.48
H 4.75799 -3.24240 4.59950 -0.29 0.41 -0.04
C -2.40519 -3.30855 -0.64686 1.24 0.47 -0.59
O 0.60163 0.55245 0.58868 0.05 -0.81 0.46
S -3.18284 1.14807 -0.60699 -2.04 -0.79 1.20
O -3.48767 -3.15090 0.25475 0.34 -0.70 -0.50
O -4.36141 1.61058 -1.27027 -0.55 1.00 -0.54
S 0.29785 -0.81121 1.03369 -0.39 2.44 -1.00
H -0.65476 5.29605 -4.23269 -0.04 -0.16 -0.41
C -0.46462 -0.51719 -3.07183 -0.19 -0.69 0.25
O 2.38018 2.16231 -1.42439 0.68 -0.61 -0.22
H -0.90934 7.67344 -4.01820 0.05 -0.02 0.16
O -3.33401 1.25869 0.89481 0.75 0.63 -0.40
C 0.14814 7.68550 -4.31141 -0.13 -0.05 -0.06
```
Forces are in eV/Å.

## Properties
Relative energy (zero: lowest compared OMol25 entry of this formula, charge and spin), kJ/mol: 0.0
Max |F|, eV Å⁻¹: 2.669
Energy, Eh: -5433.88078
Charge: +2
Highest occupied orbital energy, eV: -12.4
Molecular weight, g mol⁻¹: 909.21

=====

4.
# C7H8Br6Cl6O3

A structure of composition C7H8Br6Cl6O3 (ωB97M-V/def2-TZVPD, OMol25).

```
30
Properties=species:S:1:pos:R:3:forces:R:3
Cl -4.10410 -5.23264 11.42473 0.05 0.41 0.16
H -2.84626 -4.50107 5.66066 0.08 0.26 -0.02
C -3.36348 -0.91116 6.60693 -0.41 -0.16 -0.46
Cl -2.61914 -4.32016 13.79218 0.03 0.80 0.37
H -3.53714 0.10396 6.95048 0.29 0.06 -0.06
O -3.12992 -3.83554 8.36961 -0.13 0.17 0.07
Br -2.42484 -7.66252 8.37940 -0.27 -0.03 0.18
C -1.86605 -4.53438 5.19392 -0.14 -0.29 0.99
H -6.83387 -2.18096 9.67811 -0.12 -0.02 0.47
H -2.64826 -0.98996 5.78720 -0.13 0.36 0.13
Br -6.66413 -4.51826 8.89251 -0.37 0.36 0.21
H -4.38056 -6.27669 8.95518 -0.13 0.11 -0.01
C -7.60944 -2.88553 9.41730 0.30 -0.56 -0.35
H -5.52024 -1.13087 6.80629 0.02 -0.34 0.26
Cl -2.02318 -5.54543 3.80183 0.05 -0.44 -0.69
C -4.68598 -1.60942 6.28562 -0.05 -0.37 -0.02
C -4.28754 -7.14476 8.32238 0.30 -0.50 -0.55
O -4.42840 -2.93812 6.77195 -0.66 -0.04 0.18
H -5.00626 -1.76207 5.25703 0.47 0.45 -0.17
Cl -0.77658 -5.22912 6.40417 0.10 0.03 -0.22
O -2.86272 -1.69564 7.69086 0.08 0.04 0.47
Br -5.40338 -8.58609 9.01724 0.21 0.64 -0.32
H -1.98921 -5.88921 12.18089 0.05 0.45 -0.10
C -3.45816 -2.90558 7.70086 0.38 -0.01 -0.30
Br -8.82119 -3.21462 10.89248 0.36 0.27 -0.52
Cl -1.32621 -2.92264 4.77648 0.09 0.31 -0.25
C -2.90350 -5.57661 12.67095 -0.17 -1.95 -0.45
Br -4.74229 -6.61792 6.47930 -0.05 -0.27 0.76
Cl -3.39829 -7.09485 13.51996 0.00 0.32 0.01
Br -8.42723 -2.10996 7.84632 -0.23 -0.04 0.22
```
Forces are in eV/Å.

## Properties
Relative energy (zero: lowest compared OMol25 entry of this formula, charge and spin), kJ/mol: 13.6
Max |F|, eV Å⁻¹: 2.010
Energy, Eh: -18702.45976
Highest occupied orbital energy, eV: -10.0
Molecular weight, g mol⁻¹: 832.28

=====

The highest relative energy (zero: lowest compared OMol25 entry of this formula, charge and spin) belongs to which entry? C8H9N3O